[1]
The following is a quantum chemistry calculation of a 2-piece molecular cluster, C32H58IN4O7S overall at a distorted geometry, from the OMol25 dataset.

```
103
C32H58IN4O7S, DFT ωB97M-V/def2-TZVPD
C 3.717 -0.863 4.748
C 3.273 -2.407 4.356
C 4.029 -2.869 2.973
C 2.981 -3.204 1.751
C 2.065 -1.878 1.295
C 2.070 -1.864 -0.324
C 1.000 -0.929 -1.096
C 0.158 0.157 -0.217
C -1.019 -0.734 0.475
C -2.548 -0.206 0.296
C -3.310 -0.404 1.773
C -3.331 -1.251 -0.726
N -0.303 1.141 -1.315
N -0.778 0.632 -2.478
C -0.047 1.013 -3.726
C 1.304 1.906 -3.568
C 1.102 3.532 -3.740
C 0.400 3.992 -5.147
C -0.577 2.508 -0.824
N -1.405 3.548 -1.117
C -2.354 3.395 -2.278
C -3.242 4.757 -2.617
C -4.018 5.388 -1.318
C -4.654 4.286 -0.284
S -5.820 3.044 -1.062
O -5.253 1.611 -0.921
O -6.163 3.302 -2.549
O -7.285 3.082 -0.151
N 0.335 2.646 0.374
C 0.989 1.281 0.679
I 0.882 1.245 2.859
C 2.585 1.511 0.395
C 3.045 3.062 0.145
C 4.657 2.987 -0.296
C 3.050 3.989 1.538
H 4.455 -0.845 5.671
H 4.263 -0.319 3.867
H 2.792 -0.204 5.053
H 3.592 -3.086 5.260
H 2.103 -2.459 4.278
H 4.607 -3.886 3.208
H 4.836 -2.083 2.653
H 3.547 -3.587 0.797
H 2.251 -4.092 2.071
H 1.032 -2.036 1.820
H 2.679 -0.951 1.699
H 1.940 -2.990 -0.695
H 3.165 -1.547 -0.674
H 1.621 -0.299 -1.900
H 0.322 -1.652 -1.763
H -0.976 -1.817 -0.025
H -0.861 -0.949 1.638
H -2.686 0.920 0.028
H -2.713 0.163 2.638
H -4.396 0.030 1.721
H -3.394 -1.542 2.065
H -4.287 -0.794 -1.228
H -2.555 -1.589 -1.534
H -3.623 -2.209 -0.079
H -1.818 0.655 -2.570
H -0.813 1.587 -4.426
H 0.247 0.031 -4.337
H 1.922 1.746 -2.588
H 2.030 1.583 -4.460
H 2.199 3.999 -3.744
H 0.535 4.053 -2.859
H 0.949 4.995 -5.484
H -0.705 4.313 -4.890
H 0.489 3.224 -6.026
H -1.425 4.446 -0.583
H -1.685 3.219 -3.250
H -3.105 2.477 -2.162
H -2.550 5.584 -3.120
H -4.003 4.435 -3.473
H -3.242 6.093 -0.761
H -4.851 6.124 -1.749
H -5.277 4.904 0.520
H -3.750 3.725 0.219
H -7.157 2.366 0.557
H -0.184 2.980 1.225
H 3.152 1.154 1.383
H 3.037 0.870 -0.476
H 2.515 3.602 -0.756
H 5.217 2.224 0.405
H 4.646 2.548 -1.398
H 5.115 4.067 -0.286
H 3.224 3.303 2.495
H 2.071 4.627 1.620
H 3.965 4.716 1.466
C 0.596 -8.038 0.676
C 0.079 -9.096 1.304
C -0.852 -8.935 2.455
O -1.325 -9.926 2.999
C -1.166 -7.568 2.901
C -0.647 -6.510 2.275
C 0.262 -6.671 1.108
O 0.709 -5.679 0.542
O -0.936 -5.223 2.691
O 0.390 -10.383 0.906
H 1.272 -8.140 -0.163
H -1.830 -7.466 3.749
H -0.442 -4.635 2.079
H -0.108 -10.972 1.514
```

## Properties
Gap between HOMO and LUMO in eV: 8.23
Net charge: +1
E_tot in Ha: -2694.9566
HOMO in hartree: -0.418
Multiplicity: 1



[2]
The following is a quantum chemistry calculation of C32H59BCaClCsF4N5NaO13PS2 as an isolated structure at a distorted geometry, from the OMol25 dataset.

```
121
C32H59BCaClCsF4N5NaO13PS2, DFT ωB97M-V/def2-TZVPD
C -1.173 -0.896 1.865
C -2.459 -0.597 1.030
O -2.859 -1.442 0.385
O -2.977 0.632 1.123
C -4.354 0.631 0.745
C -4.823 2.113 0.441
C -4.943 2.314 -1.123
C -4.857 3.836 -1.528
C -4.567 4.064 -3.078
C -3.270 4.913 -3.426
C -2.041 4.096 -4.032
C -0.869 4.101 -3.010
O 0.412 3.899 -3.676
P 1.679 3.887 -2.639
O 1.844 2.599 -1.945
O 1.701 5.174 -1.631
C 0.962 4.795 -0.468
C -0.005 5.925 -0.013
C -0.313 5.843 1.541
S -1.334 4.350 1.982
O 3.016 4.069 -3.646
N 3.703 5.280 -3.304
C 4.636 5.008 -2.553
S 5.524 4.547 -1.326
H -1.389 -1.711 2.588
H -0.387 -1.232 1.100
H -0.889 0.087 2.391
H -5.008 0.245 1.550
H -4.573 0.059 -0.175
H -5.773 2.331 0.959
H -4.031 2.783 0.839
H -5.922 1.915 -1.467
H -4.114 1.765 -1.609
H -5.832 4.313 -1.292
H -4.071 4.290 -0.875
H -5.419 4.670 -3.447
H -4.520 3.089 -3.601
H -2.993 5.423 -2.466
H -3.576 5.725 -4.117
H -1.791 4.574 -4.991
H -2.364 3.043 -4.138
H -0.837 5.111 -2.547
H -1.044 3.286 -2.278
H 1.693 4.535 0.321
H 0.340 3.905 -0.687
H -1.018 5.931 -0.557
H 0.514 6.934 -0.192
H 0.576 5.909 2.193
H -1.001 6.762 1.795
H -1.892 4.725 3.185
Ca 1.271 -0.339 2.188
C -3.437 -3.342 -4.846
C -2.963 -4.611 -4.742
C -2.141 -5.019 -3.581
O -1.727 -6.140 -3.498
C -1.857 -3.999 -2.545
C -2.323 -2.757 -2.650
C -3.149 -2.333 -3.805
O -3.572 -1.196 -3.890
H -4.040 -3.018 -5.683
H -3.162 -5.376 -5.492
H -1.255 -4.321 -1.705
H -2.125 -2.002 -1.901
Cl -1.025 -2.947 -5.828
C -0.584 -7.446 -6.652
O -1.793 -7.455 -6.627
N 0.149 -7.768 -7.773
N 0.148 -7.100 -5.547
H 1.149 -7.762 -7.807
H -0.364 -8.022 -8.595
H -0.385 -6.873 -4.727
H 1.148 -7.063 -5.518
B -4.815 -7.859 -5.610
F -6.069 -8.236 -5.077
F -4.850 -6.474 -5.952
F -3.811 -8.074 -4.643
F -4.544 -8.622 -6.760
C 4.546 -0.487 -1.711
N 4.671 -1.742 -0.927
O 4.121 -1.791 0.157
O 5.304 -2.621 -1.418
H 3.947 0.218 -1.147
H 5.549 -0.101 -1.872
H 4.064 -0.736 -2.653
C 1.312 -1.029 5.587
C 2.746 -0.982 5.028
C 3.732 -1.426 6.120
C 3.695 -2.914 6.456
C 3.247 -3.790 5.279
C 3.446 -3.156 3.889
N 2.738 -1.878 3.865
O 2.820 -1.224 2.662
C 2.782 -4.105 2.884
C 4.943 -3.082 3.560
C 3.074 0.460 4.724
H 0.591 -0.682 4.841
H 1.207 -0.389 6.473
H 1.022 -2.038 5.877
H 4.750 -1.171 5.813
H 3.562 -0.852 7.037
H 4.688 -3.222 6.791
H 3.030 -3.089 7.304
H 3.758 -4.752 5.336
H 2.186 -4.021 5.413
H 1.704 -4.154 3.047
H 3.177 -5.117 2.988
H 2.954 -3.792 1.854
H 5.388 -4.078 3.592
H 5.503 -2.457 4.258
H 5.114 -2.689 2.557
H 3.005 1.083 5.639
H 2.384 0.880 4.002
H 4.088 0.569 4.335
Cs -2.242 7.736 1.262
Na 1.934 2.590 4.063
C 2.102 6.409 7.267
O 2.933 5.961 6.192
H 1.364 5.640 7.481
H 2.708 6.584 8.157
H 1.589 7.331 6.982
H 3.574 6.653 6.021
```

## Properties
Gap between HOMO and LUMO in eV: 1.37
Net charge: +1
E_tot in Ha: -5388.3152
HOMO in hartree: -0.271
Multiplicity: 1



[3]
The following is a quantum chemistry calculation of C32H59BN6OSSbV as an isolated structure, from the OMol25 dataset.

```
102
C32H59BN6OSSbV, DFT ωB97M-V/def2-TZVPD
V 0.259 0.244 0.399
B 3.384 1.952 0.149
N 3.281 0.499 0.716
C 4.341 -0.193 1.127
C 3.930 -1.445 1.573
C 2.564 -1.438 1.383
N 2.175 -0.263 0.849
N 2.029 2.447 -0.500
C 1.973 3.626 -1.103
C 0.779 3.735 -1.816
C 0.142 2.539 -1.588
N 0.892 1.742 -0.788
H 3.649 2.712 1.044
H 4.216 1.937 -0.716
H 5.324 0.250 1.077
H 4.542 -2.238 1.969
H 1.830 -2.198 1.601
H 2.801 4.313 -1.018
H 0.445 4.564 -2.416
H -0.823 2.203 -1.921
C -1.363 -2.255 -4.398
C -1.035 -1.144 -3.403
C -0.148 -0.098 -4.087
C -2.342 -0.493 -2.957
Sb 0.011 -1.803 -1.607
C 1.903 -2.618 -2.333
C 1.720 -3.244 -3.718
C 2.894 -1.453 -2.416
C 2.437 -3.695 -1.391
C -1.141 -3.377 -0.637
C -1.460 -4.530 -1.585
C -2.438 -2.760 -0.107
C -0.341 -3.886 0.566
H -1.946 -1.809 -5.211
H -1.970 -3.052 -3.968
H -0.475 -2.700 -4.845
H -0.715 0.361 -4.904
H 0.743 -0.543 -4.530
H 0.173 0.701 -3.417
H -2.821 -0.024 -3.823
H -2.184 0.280 -2.207
H -3.049 -1.222 -2.556
H 1.510 -2.505 -4.489
H 0.940 -4.008 -3.739
H 2.660 -3.733 -3.992
H 2.543 -0.650 -3.066
H 3.833 -1.826 -2.836
H 3.119 -1.028 -1.436
H 1.844 -4.610 -1.447
H 2.497 -3.378 -0.353
H 3.452 -3.949 -1.712
H -2.154 -4.233 -2.373
H -1.940 -5.334 -1.018
H -0.567 -4.950 -2.052
H -3.072 -2.355 -0.900
H -2.239 -1.984 0.637
H -3.015 -3.542 0.396
H 0.581 -4.393 0.285
H -0.959 -4.609 1.108
H -0.103 -3.080 1.267
C -4.615 4.365 -0.032
C -4.296 3.470 1.157
N -3.688 2.179 0.783
C -4.621 1.078 0.510
C -5.056 0.982 -0.945
C -2.362 2.034 0.693
C -1.510 3.208 1.084
N -1.749 0.935 0.297
H -4.904 5.354 0.323
H -5.440 3.975 -0.626
H -3.748 4.480 -0.687
H -5.200 3.237 1.717
H -3.635 3.981 1.852
H -5.485 1.235 1.154
H -4.176 0.142 0.853
H -5.699 1.814 -1.224
H -5.618 0.061 -1.107
H -4.197 0.981 -1.615
H -1.629 3.414 2.149
H -1.795 4.108 0.541
H -0.464 3.005 0.873
H -2.395 0.203 0.031
C 4.933 2.577 4.277
C 3.560 1.997 4.120
C 2.455 2.813 3.905
C 1.195 2.265 3.722
C 1.037 0.884 3.762
C 2.129 0.047 3.995
C 3.374 0.610 4.171
S -0.555 0.266 3.365
C -0.857 -0.937 4.638
O -0.358 -0.631 2.105
H 4.902 3.660 4.375
H 5.544 2.334 3.405
H 5.433 2.163 5.153
H 2.580 3.888 3.879
H 0.340 2.909 3.563
H 2.014 -1.030 4.014
H 4.228 -0.033 4.348
H -0.051 -1.668 4.667
H -1.806 -1.417 4.408
H -0.925 -0.393 5.581
```

## Properties
Gap between HOMO and LUMO (spin up / spin down) in eV: 7.56 / 8.37
Energy relative to the best compared isomer or geometry (same formula, charge and spin) in kJ/mol: 19.9
<S²>: 2.030
Net charge: +2
E_tot in Ha: -3265.3740
HOMO (spin up / spin down) in hartree: -0.510 / -0.509
Multiplicity: 3



[4]
The following is a quantum chemistry calculation of a 10-piece molecular cluster, C32H59FO25S overall at a distorted geometry, from the OMol25 dataset.

```
118
C32H59FO25S, DFT ωB97M-V/def2-TZVPD
F 3.273 0.926 -1.761
C 3.567 0.199 -2.868
C 4.581 0.639 -3.701
C 4.824 -0.065 -4.860
C 4.146 -1.261 -5.109
C 3.121 -1.666 -4.278
C 2.790 -0.886 -3.174
H 5.134 1.536 -3.451
H 5.657 0.178 -5.507
H 4.427 -1.838 -5.982
H 2.538 -2.567 -4.418
H 1.920 -1.142 -2.582
C 1.099 1.443 2.225
S -0.244 0.888 1.161
O -0.991 2.131 0.833
C 0.758 0.500 -0.281
H 0.657 1.703 3.182
H 1.494 2.319 1.706
H 1.888 0.709 2.373
H 0.086 0.266 -1.102
H 1.523 -0.225 -0.017
H 1.279 1.430 -0.526
C -0.670 -0.780 -5.733
O -1.037 -0.313 -4.444
C -0.757 0.937 -4.113
O -0.109 1.726 -4.754
O -1.301 1.157 -2.921
C -1.252 2.504 -2.411
H -0.883 -1.843 -5.733
H 0.398 -0.618 -5.901
H -1.221 -0.255 -6.511
H -2.067 2.629 -1.708
H -1.311 3.244 -3.205
H -0.300 2.596 -1.905
C 0.753 -3.155 1.064
O 0.369 -4.228 0.216
C 0.450 -4.007 -1.092
O 0.968 -3.060 -1.633
O -0.148 -5.013 -1.718
C -0.021 -5.008 -3.139
H 0.996 -3.573 2.041
H -0.100 -2.490 1.166
H 1.686 -2.680 0.760
H 1.022 -5.101 -3.434
H -0.440 -4.101 -3.582
H -0.625 -5.835 -3.502
C -2.441 -1.913 -1.519
O -2.269 -2.412 -2.848
C -3.052 -3.417 -3.189
O -3.953 -3.878 -2.543
O -2.701 -3.820 -4.418
C -3.371 -4.954 -4.930
H -1.689 -1.152 -1.355
H -2.396 -2.739 -0.810
H -3.418 -1.440 -1.432
H -4.424 -4.968 -4.631
H -2.937 -5.887 -4.570
H -3.353 -4.874 -6.012
C 1.682 -0.740 5.554
O 0.927 -1.068 4.389
C -0.369 -1.310 4.601
O -0.937 -1.223 5.659
O -0.914 -1.632 3.440
C -2.355 -1.640 3.405
H 1.444 -1.407 6.382
H 1.493 0.289 5.851
H 2.726 -0.905 5.300
H -2.655 -2.055 2.451
H -2.726 -0.641 3.619
H -2.734 -2.311 4.181
C 2.720 3.843 -3.329
O 1.538 4.129 -2.600
C 1.619 4.587 -1.363
O 2.610 4.662 -0.688
O 0.381 4.876 -0.969
C 0.202 5.200 0.398
H 3.242 4.770 -3.588
H 2.373 3.439 -4.276
H 3.381 3.185 -2.778
H 0.623 6.175 0.650
H 0.716 4.470 1.025
H -0.851 5.174 0.653
C 6.333 -0.513 4.573
O 5.420 0.366 3.910
C 5.599 0.535 2.599
O 6.452 0.024 1.932
O 4.660 1.371 2.156
C 4.466 1.385 0.746
H 7.087 -0.875 3.876
H 5.768 -1.361 4.952
H 6.820 0.033 5.377
H 3.682 2.117 0.569
H 4.233 0.386 0.399
H 5.337 1.794 0.229
C -1.027 3.671 4.399
O -2.036 2.684 4.240
C -2.530 2.178 5.376
O -2.235 2.538 6.479
O -3.382 1.207 5.055
C -4.015 0.574 6.180
H -1.443 4.610 4.760
H -0.499 3.773 3.457
H -0.294 3.331 5.136
H -4.519 1.303 6.808
H -3.269 0.026 6.755
H -4.714 -0.138 5.755
C -4.038 2.037 1.337
O -4.862 1.497 0.291
C -5.064 0.185 0.328
O -4.577 -0.603 1.108
O -5.935 -0.131 -0.617
C -6.403 -1.483 -0.590
H -3.288 1.325 1.655
H -4.685 2.304 2.171
H -3.545 2.910 0.928
H -6.962 -1.659 0.331
H -5.555 -2.164 -0.592
H -7.046 -1.597 -1.451
```

## Properties
Gap between HOMO and LUMO in eV: 9.50
Net charge: 0
E_tot in Ha: -3633.8074
HOMO in hartree: -0.330
Multiplicity: 1



Q: Which of these has the lowest E_tot?
A: C32H59BCaClCsF4N5NaO13PS2